Entry 1:
Computed, not measured: C10H5ClEuNO5 as an isolated structure at a distorted geometry, with ωB97M-V with the def2-TZVPD basis set.

Structure (XYZ):
```
23
Properties=species:S:1:pos:R:3
Eu 0.54 -0.70 -0.74
C -0.63 0.64 1.96
O 3.69 -0.04 1.38
H -0.01 -0.07 2.47
C 0.54 -3.06 0.63
C 1.82 0.67 -2.69
H 0.23 -2.03 -2.17
C 3.56 -2.92 -2.04
Cl -1.73 1.34 4.30
H -3.08 2.96 2.37
C -2.36 2.33 1.85
O 2.26 1.41 -3.44
N -0.50 0.78 0.62
C -1.57 1.45 2.60
C -1.01 -1.66 -2.47
O 0.40 -3.95 1.32
O 4.42 -3.56 -2.43
H -1.12 1.54 -1.24
C 2.82 -0.33 0.69
O -1.97 -1.82 -3.11
H -2.82 3.06 -0.17
C -1.27 1.56 -0.15
C -2.23 2.40 0.45
```

Calculated values
E_HOMO (spin up / spin down): -9.628 / -9.880 eV
2S+1: 8
Total energy: -1985.1598 hartree
Charge: +1

***

Entry 2:
Computed, not measured: C29H45AsCrPS4 as an isolated structure at a distorted geometry, with ωB97M-V with the def2-TZVPD basis set.

Structure (XYZ):
```
81
Properties=species:S:1:pos:R:3
H 4.11 -2.04 0.32
H -2.29 1.10 0.02
H -3.23 -2.62 0.20
C -1.46 -3.52 -0.56
S -3.41 1.40 -3.03
C -2.11 -4.77 -1.12
H 2.95 -2.30 1.64
S -2.18 0.08 -6.09
H -1.64 -4.96 -2.09
C -2.54 -0.55 1.43
P 0.64 1.88 -0.25
H 2.24 1.55 4.46
C -2.16 -2.54 0.10
H -3.77 1.21 1.00
C -0.31 3.48 0.26
H 2.99 -0.76 0.79
C 1.42 -0.31 3.79
C 3.09 -1.83 0.66
As -1.88 0.34 -4.04
H 1.59 -0.83 4.72
H 1.49 3.22 -2.72
C -3.09 0.52 0.48
H 2.30 -3.49 -0.32
H 3.20 0.49 -0.83
C 2.36 2.50 -0.86
H -1.71 4.75 -0.80
C 1.55 1.66 2.43
C 0.82 -0.97 2.73
H 0.52 -2.01 2.84
H 2.90 3.89 0.77
H -4.14 -4.56 -0.39
H 1.94 -1.01 -2.03
H -3.38 -1.22 1.65
H 2.48 0.96 -2.39
H -3.98 -5.52 -1.86
S 0.05 1.34 -3.57
H 1.27 5.02 0.18
H 3.51 2.23 0.97
H -2.04 2.35 0.97
H -2.24 -5.78 0.79
C 0.60 -2.29 -0.12
C -1.80 -5.95 -0.19
H -1.64 3.11 -1.45
C -2.15 0.00 2.81
C 2.11 -2.42 -0.36
C 1.78 1.02 3.64
C -3.61 -4.64 -1.34
C 0.96 1.01 1.34
C 0.57 -0.34 1.50
C -1.54 -1.43 0.67
H -3.84 -3.76 -1.95
H -0.22 5.47 0.99
C 2.20 3.56 -1.96
H -1.88 -0.82 3.48
H 4.23 3.31 -0.23
H -0.92 2.84 2.26
H -0.73 -6.08 -0.06
H 3.17 3.69 -2.45
H 1.89 4.54 -1.60
H 1.84 2.69 2.34
C 3.05 1.31 -1.53
C 3.29 3.01 0.24
H 4.04 1.63 -1.88
H -3.02 0.51 3.23
H -1.33 0.70 2.78
C 2.41 -1.97 -1.81
H 0.48 -4.14 -1.17
H 3.48 -1.89 -1.98
S -1.42 -1.49 -2.88
C -1.04 3.92 -1.02
H -2.22 -6.88 -0.61
C -0.14 -1.23 0.51
C -0.09 -3.37 -0.65
H -1.98 4.03 1.49
C 0.49 4.65 0.84
H 0.93 4.41 1.81
H 1.99 -2.69 -2.51
Cr -0.43 0.17 -1.59
H -0.34 4.24 -1.80
C -1.37 3.14 1.31
H -3.64 0.06 -0.34
```

Calculated values
E_HOMO (spin up / spin down): -3.560 / -3.618 eV
Relative energy (zero: lowest compared OMol25 entry of this formula, charge and spin): 22.93 kcal per mole
2S+1: 5
Total energy: -6346.5340 hartree
Charge: -1

***

Entry 3:
Computed, not measured: an isolated ion of composition C8H12N3S and charge +1 at a distorted geometry, with ωB97M-V with the def2-TZVPD basis set.

Structure (XYZ):
```
24
Properties=species:S:1:pos:R:3
C 1.78 1.31 -0.60
H 3.00 -0.85 0.21
C 0.64 -0.36 -2.15
H 1.51 -0.82 2.27
C 0.81 -0.90 0.35
C -3.78 0.36 0.71
H 0.96 2.03 -0.59
H -0.08 0.42 -2.39
C -1.51 0.16 1.49
H 2.45 1.57 -1.42
H 1.41 -0.36 -2.93
N -1.58 -0.01 0.20
N 0.75 -0.52 1.66
C -0.34 -0.04 2.24
H -3.03 -0.06 -1.29
N 2.14 -1.15 -0.25
C -2.84 0.08 -0.24
S -3.06 0.51 2.25
H 2.26 -2.01 -0.78
H -4.83 0.50 0.58
H 2.32 1.41 0.33
H -0.33 0.10 3.31
H 0.11 -1.31 -2.15
C 1.23 -0.08 -0.80
```

Calculated values
E_HOMO (spin up / spin down): -11.264 / -11.260 eV
Relative energy (zero: lowest compared OMol25 entry of this formula, charge and spin): 56.65 kcal per mole
2S+1: 1
Total energy: -874.1604 hartree
Charge: +1

***

Entry 4:
Computed, not measured: one molecule with the formula C2H4O3S at a distorted geometry, with ωB97M-V with the def2-TZVPD basis set.

Structure (XYZ):
```
10
Properties=species:S:1:pos:R:3
C 1.16 -0.47 -0.03
O -2.51 0.86 -0.08
H 0.89 -1.39 -0.49
H 0.75 1.91 -0.34
H 1.94 -0.18 -0.73
H 1.54 -0.80 0.94
O -0.06 1.61 0.17
O -1.98 -1.53 0.49
S -1.74 -0.36 -0.32
C 0.01 0.35 0.39
```

Calculated values
E_HOMO (spin up / spin down): -8.968 / -8.968 eV
Structure (SMILES): CC(O)=S(=O)=O
Relative energy (zero: lowest compared OMol25 entry of this formula, charge and spin): 64.47 kcal per mole
2S+1: 1
Total energy: -702.3908 hartree
Charge: 0

***

Look up the charge of the third one. +1

***

What is the 2S+1 in the second record? 5